Entry from the Open Molecules 2025 dataset: a cluster of 2 separate species, C5H14N2S in total at a distorted geometry (ωB97M-V with the def2-TZVPD basis set).

The geometry in XYZ format:
```
22
Properties=species:S:1:pos:R:3:forces:R:3
H 1.81442 1.10198 -0.88632 0.22 0.25 -0.86
H 1.17545 0.61120 -3.16709 -0.45 0.14 -0.11
H 0.67288 -1.26064 0.10502 0.21 0.09 -0.24
H -1.02811 0.74997 -1.18064 0.53 -0.17 0.19
H -0.73776 -2.18068 1.94947 -0.40 0.15 0.37
H 0.23399 -0.79493 -2.64548 -0.10 0.10 -0.07
H -2.31603 0.50031 0.34257 0.61 -3.66 -0.98
H 0.13641 1.30943 0.49696 0.11 -0.14 0.26
C -1.28592 -1.23506 1.80401 1.20 -0.66 -0.34
H -1.24548 1.04436 -2.68825 0.50 0.35 -0.02
H 1.44076 1.02119 1.64411 0.09 0.10 -0.02
N 1.26238 -0.43704 0.13205 -0.70 -0.89 0.16
N -0.50972 1.11115 -1.97462 -1.05 0.08 -0.73
C 0.65558 0.52496 1.07433 -0.65 -0.30 -0.97
H -2.17084 -1.16354 2.43011 0.13 -0.34 0.07
S -1.83851 -1.42101 0.05761 -1.24 4.50 1.42
H 2.57831 -0.31634 -1.46812 -0.58 -0.29 -0.63
C -0.33779 -0.07007 2.12716 0.68 1.37 -0.08
H -0.94614 0.81316 2.38929 -0.12 -0.32 -0.03
H 0.29559 -0.19848 3.02591 -0.68 -0.80 -0.22
C 1.58303 0.07900 -1.22050 0.89 1.49 2.26
C 0.56749 0.21110 -2.34759 0.80 -1.04 0.55
```
Positions in Å, forces in eV/Å.

Computed properties:
* gap between HOMO and LUMO: 0.259 Ha
* multiplicity: 1